#P
Computed, not measured: a 4-piece molecular cluster, C2H11NO5 overall, with the ωB97M-V functional and the def2-TZVPD basis.

The geometry in ORCA input format:
```
! RIJCOSX wB97M-V def2-TZVPD def2/J DEFGRID3
* xyz 0 1
O 0.44231 0.51239 -1.03339
C 0.63410 -0.45599 -1.73215
N -0.10163 -1.59850 -1.58444
C -1.46584 -1.37995 -1.07780
O -2.18550 -0.40184 -1.80201
H 1.47019 -0.59324 -2.43280
H -0.01526 -2.38739 -2.20286
H -2.06075 -2.27894 -1.23396
H -1.56828 -1.24268 0.00733
H -1.71496 0.44453 -1.79988
O 1.65858 1.35128 1.92708
H 2.21032 1.96001 1.41626
H 2.08365 1.08850 2.75533
O 0.13541 -1.05745 2.24666
H 0.14955 -0.14912 2.58152
H 1.03422 -1.38309 2.14760
O -0.04001 2.88042 0.67178
H -0.25170 2.15484 1.28179
H -0.41439 2.53621 -0.13605
*
```

## Properties
**HOMO level**: -0.384 Ha
**SMILES**: O=CNCO.O.O.O
**LUMO level**: 0.49 eV

Löwdin atomic charge list, values in e, 4 entries: number 1, O, carries 0.026; number 2, C, carries -0.338; number 3, N, carries 0.062; number 4, C, carries -0.250

#Q
Computed, not measured: a 4-piece molecular cluster, C2H11NO5 overall, with the ωB97M-V functional and the def2-TZVPD basis.

The geometry in ORCA input format:
```
! RIJCOSX wB97M-V def2-TZVPD def2/J DEFGRID3
* xyz 0 1
O -0.15265 1.71954 -1.10036
C 0.20829 0.79309 -1.79808
N 0.79826 -0.29612 -1.37336
C 1.03352 -0.68689 0.01332
O 0.67692 -1.99535 0.23337
H 0.10725 0.75787 -2.84694
H 0.77648 -1.05450 -2.00113
H 0.59753 0.05528 0.65860
H 2.07179 -0.67702 0.18751
H -0.23150 -2.00331 0.40248
O -1.83844 -1.88532 0.65693
H -2.04690 -0.99582 0.89836
H -2.03885 -2.39680 1.43086
O 2.78024 2.10326 0.26009
H 1.90218 2.27539 -0.14294
H 2.58403 1.53118 0.97989
O -2.27289 0.61792 1.32040
H -1.78786 1.25189 0.80277
H -3.16739 0.88573 1.41824
*
```

## Properties
**HOMO level**: -0.375 Ha
**SMILES**: O=CNCO.O.O.O
**LUMO level**: 0.40 eV

Löwdin atomic charge list, values in e, 4 entries: number 1, O, carries 0.000; number 2, C, carries -0.376; number 3, N, carries 0.091; number 4, C, carries -0.262

We find #Q to be the most stable, with the next structure 0.0205 hartree higher.

#P
Computed, not measured: one molecule with the formula C18H29N3OS, with the ωB97M-V functional and the def2-TZVPD basis.

The geometry in ORCA input format:
```
! RIJCOSX wB97M-V def2-TZVPD def2/J DEFGRID3
* xyz 0 1
C -3.58013 -1.05204 1.71361
C -3.38676 0.45108 1.54977
C -2.26619 0.77808 0.56550
C -2.04562 2.29747 0.45858
N -1.27291 2.79775 -0.65796
C -1.96933 2.74503 -1.92258
C 0.14321 2.49445 -0.75485
C 0.51297 1.09303 -1.28370
C 2.03020 0.96681 -1.39666
N 2.67451 1.25544 -0.13243
C 3.69070 0.52991 0.37819
S 4.84659 1.16861 1.37842
N 3.79732 -0.78837 0.01568
C 2.74046 -1.70936 -0.06804
C 1.54030 -1.50942 0.60225
C 0.51187 -2.43058 0.50679
C 0.67504 -3.58350 -0.25207
O -0.26859 -4.55208 -0.41728
C -1.50914 -4.39678 0.22708
C 1.89326 -3.80000 -0.89987
C 2.91119 -2.87766 -0.80992
C 2.38423 2.58281 0.35909
C 0.87759 2.72231 0.56757
H -2.67850 -1.51332 2.11192
H -3.81053 -1.51464 0.75569
H -4.39807 -1.26094 2.39887
H -4.31878 0.89861 1.19751
H -3.15356 0.89431 2.52066
H -2.52104 0.37396 -0.41641
H -1.34958 0.29175 0.90411
H -1.58596 2.65718 1.38193
H -3.02644 2.77823 0.38246
H -2.92606 3.25661 -1.81510
H -2.16531 1.72821 -2.29193
H -1.38193 3.27287 -2.67342
H 0.53980 3.22399 -1.47841
H 0.13663 0.31980 -0.61750
H 0.07664 0.93509 -2.27055
H 2.30430 -0.03082 -1.73783
H 2.39532 1.69543 -2.13589
H 4.70437 -1.18494 0.22473
H 1.41944 -0.63450 1.22289
H -0.40592 -2.24321 1.04161
H -2.02958 -3.49538 -0.11269
H -1.39695 -4.36282 1.31568
H -2.09461 -5.27344 -0.04493
H 2.01502 -4.70626 -1.47110
H 3.85006 -3.05537 -1.31267
H 2.92102 2.72795 1.29798
H 2.73710 3.33325 -0.35973
H 0.65269 3.71855 0.94768
H 0.55964 1.98686 1.30731
*
```

## Properties
**HOMO level**: -0.288 Ha
**SMILES**: CCCCN(C)C1CCN(C(=S)Nc2ccc(OC)cc2)CC1
**LUMO level**: 0.69 eV

Löwdin atomic charge list, values in e, 4 entries: number 1, C, carries -0.115; number 2, C, carries -0.268; number 3, C, carries -0.202; number 4, C, carries -0.199

#Q
Computed, not measured: one molecule with the formula C18H29N3OS, with the ωB97M-V functional and the def2-TZVPD basis.

The geometry in ORCA input format:
```
! RIJCOSX wB97M-V def2-TZVPD def2/J DEFGRID3
* xyz 0 1
C 1.23968 -4.27754 4.54712
C 1.54485 -4.56486 3.08134
C 0.66924 -3.76131 2.12019
C 0.93575 -2.25564 2.19400
N 0.42318 -1.56997 1.01896
C -1.02555 -1.52078 1.02435
C 1.08162 -0.30113 0.74625
C 0.64490 0.88176 1.62771
C 1.45483 2.12598 1.27268
N 1.25058 2.44793 -0.12091
C 0.98080 3.70866 -0.51142
S 1.15891 5.02343 0.47968
N 0.58874 3.92329 -1.81156
C -0.35235 3.17341 -2.52418
C -0.42567 3.31277 -3.91033
C -1.34366 2.56693 -4.61958
C -2.18958 1.67005 -3.98516
C -2.13403 1.54462 -2.60208
O -2.90598 0.70450 -1.85564
C -3.87219 -0.08127 -2.51086
C -1.22899 2.31588 -1.87724
C 1.66910 1.38827 -1.01580
C 0.92001 0.08881 -0.72744
H 1.82885 -4.92715 5.19054
H 0.18657 -4.45179 4.75737
H 1.47544 -3.24704 4.79939
H 1.38443 -5.62840 2.88929
H 2.59672 -4.34897 2.88054
H 0.86908 -4.08394 1.09673
H -0.37872 -3.96838 2.34151
H 2.01761 -2.10292 2.22812
H 0.50390 -1.84634 3.12272
H -1.40945 -2.53095 0.88960
H -1.38844 -0.91455 0.19920
H -1.43441 -1.11996 1.96418
H 2.15240 -0.47064 0.92036
H 0.79815 0.64242 2.68101
H -0.41493 1.08786 1.47172
H 1.14114 2.98071 1.87441
H 2.52156 1.94567 1.45908
H 0.68912 4.88688 -2.10311
H 0.23530 4.00024 -4.41539
H -1.40121 2.67376 -5.69244
H -2.88365 1.09171 -4.57269
H -4.37127 -0.64818 -1.72654
H -3.41030 -0.77540 -3.22029
H -4.60718 0.53898 -3.03298
H -1.23564 2.24523 -0.80198
H 1.51933 1.69176 -2.05111
H 2.74525 1.22377 -0.85787
H -0.13137 0.21896 -0.97416
H 1.31757 -0.70713 -1.35729
*
```

## Properties
**HOMO level**: -0.291 Ha
**SMILES**: CCCCN(C)C1CCN(C(=S)Nc2cccc(OC)c2)CC1
**LUMO level**: 0.71 eV

Löwdin atomic charge list, values in e, 4 entries: number 1, C, carries -0.115; number 2, C, carries -0.271; number 3, C, carries -0.208; number 4, C, carries -0.219

We find #Q to be the most stable, with the next structure 0.0019 hartree higher.